Entry 1:
Density functional theory data (wB97M-V/def2-TZVPD) for a molecular structure, C47H40BaClF15GeN6O4S3Si in a non-equilibrium geometry.

- E_LUMO: 3.499 eV
- E: -7989.4435 Ha
- Charge: -2

Atoms and positions in Å:
Ba -1.019 0.694 -0.283
C 2.438 1.965 1.895
C 0.999 1.561 2.077
O 0.482 0.699 1.369
N 0.334 2.163 3.087
C -1.083 1.937 3.377
C -1.909 3.118 2.923
C -2.146 4.201 3.764
C -2.849 5.289 3.273
C -3.278 5.269 1.956
C -2.993 4.148 1.189
N -2.338 3.093 1.662
H 2.667 1.943 0.830
H 3.067 1.220 2.387
H 2.654 2.953 2.304
H 0.789 2.926 3.556
H -1.200 1.773 4.449
H -1.408 1.034 2.847
H -1.789 4.186 4.788
H -3.052 6.145 3.906
H -3.822 6.102 1.530
H -3.290 4.093 0.145
O -0.417 6.093 -3.330
C 0.327 6.105 -2.222
C 1.179 7.194 -2.013
C 1.971 7.267 -0.881
C 1.925 6.256 0.074
C 1.085 5.174 -0.134
C 0.283 5.068 -1.269
C -0.558 3.828 -1.409
O -0.483 2.952 -0.506
N -1.308 3.795 -2.501
N -2.023 2.625 -2.677
C -2.728 2.634 -3.735
S -3.747 1.316 -4.309
C -4.814 2.453 -5.258
C -3.883 3.390 -5.997
S -2.788 4.114 -4.751
H -0.908 5.211 -3.299
H 1.205 7.973 -2.766
H 2.635 8.114 -0.748
H 2.545 6.311 0.962
H 1.023 4.362 0.581
H -5.467 3.004 -4.578
H -5.414 1.838 -5.931
H -4.402 4.208 -6.502
H -3.282 2.835 -6.717
C -4.773 1.764 -0.887
C -4.564 0.391 -0.310
C -5.527 -0.587 -0.474
C -5.354 -1.793 0.220
C -4.288 -1.951 1.061
C -3.311 -0.908 1.192
N -3.459 0.221 0.431
N -2.251 -0.953 1.995
Si -1.914 -1.882 3.354
C -0.052 -1.795 3.690
C -2.825 -1.170 4.867
C -2.336 -3.733 3.402
H -5.131 2.427 -0.093
H -5.513 1.746 -1.687
H -3.837 2.169 -1.271
H -6.385 -0.416 -1.112
H -6.079 -2.593 0.097
H -4.144 -2.868 1.622
H 0.452 -1.242 2.891
H 0.382 -2.802 3.715
H 0.172 -1.314 4.650
H -2.796 -0.075 4.850
H -2.390 -1.510 5.815
H -3.880 -1.468 4.855
H -2.070 -4.221 2.456
H -3.401 -3.918 3.585
H -1.769 -4.226 4.200
Cl -1.508 -0.528 -2.839
C 2.402 0.686 -4.352
C 1.957 0.254 -2.963
O 1.000 1.149 -2.413
H 3.143 -0.015 -4.752
H 2.839 1.687 -4.318
H 1.543 0.709 -5.027
H 2.810 0.242 -2.281
H 1.541 -0.755 -2.994
H 0.143 0.907 -2.828
F 3.856 -3.824 2.784
C 2.805 -4.653 2.656
C 2.117 -4.766 1.460
C 1.019 -5.616 1.475
F 0.262 -5.757 0.385
C 0.649 -6.345 2.588
F -0.401 -7.172 2.558
C 1.379 -6.218 3.752
F 1.042 -6.922 4.836
C 2.461 -5.366 3.790
F 3.166 -5.242 4.923
Ge 2.326 -3.530 -0.124
S 0.625 -2.375 -0.353
C 4.206 -2.817 0.135
C 4.461 -1.468 0.307
F 3.459 -0.587 0.387
C 5.744 -0.962 0.416
F 5.961 0.348 0.590
C 6.820 -1.823 0.352
F 8.066 -1.352 0.459
C 6.604 -3.177 0.191
F 7.651 -4.013 0.149
C 5.309 -3.647 0.091
F 5.162 -4.980 -0.012
C 2.776 -4.689 -1.729
C 2.639 -6.055 -1.875
F 2.377 -6.840 -0.817
C 2.811 -6.696 -3.087
F 2.679 -8.027 -3.189
C 3.147 -5.963 -4.205
F 3.326 -6.577 -5.378
C 3.321 -4.598 -4.102
F 3.679 -3.894 -5.180
C 3.132 -3.993 -2.875
F 3.330 -2.668 -2.821

Atoms 1-3, force components in eV/Å:
Ba -2.1441 -1.9134 -2.2479
C -0.0594 -0.0258 -0.1124
C 0.1644 -0.0396 0.0988

Mulliken atomic charge list, values in e, 99 entries:
1. Ba 0.94
2. C -1.65
3. C 0.75
4. O -0.36
5. N 0.05
6. C 1.39
7. C 0.04
8. C -0.84
9. C -0.52
10. C -0.99
11. C -0.23
12. N 0.56
13. H 0.18
14. H 0.44
15. H 0.55
16. H 0.35
17. H 0.63
18. H -1.62
19. H 0.46
20. H 0.38
21. H 0.44
22. H 0.43
23. O -0.73
24. C 0.59
25. C -0.81
26. C -0.25
27. C -0.97
28. C -0.34
29. C -0.13
30. C 0.19
31. O 0.44
32. N -0.45
33. N -0.46
34. C 0.22
35. S 0.02
36. C -0.61
37. C -0.56
38. S -0.17
39. H 0.62
40. H 0.38
41. H 0.35
42. H 0.41
43. H 0.20
44. H 0.22
45. H 0.39
46. H 0.37
47. H 0.27
48. C -0.32
49. C 0.38
50. C -0.87
51. C -0.53
52. C -0.86
53. C 0.26
54. N 0.27
55. N 0.33
56. Si 0.12
57. C -0.02
58. C -1.15
59. C -1.35
60. H 0.16
61. H 0.41
62. H -0.45
63. H 0.37
64. H 0.39
65. H 0.17
66. H -0.47
67. H 0.00
68. H 0.41
69. H 0.19
70. H 0.35
71. H 0.30
72. H 0.31
73. H 0.43
74. H 0.34
75. Cl -0.76
76. C -1.29
77. C 0.26
78. O 0.19
79. H 0.38
80. H 0.27
81. H 0.31
82. H -0.14
83. H 0.25
84. H -0.23
85. F -0.30
86. C 0.55
87. C -0.37
88. C 0.05
89. F -0.41
90. C 0.20
91. F -0.39
92. C 0.70
93. F -0.36
94. C 0.20
95. F -0.35
96. Ge 0.79
97. S -0.20
98. C -0.64
99. C -0.25

Entry 2:
Density functional theory data (wB97M-V/def2-TZVPD) for a molecular structure, C47H40Cl5N11OS2Sc in a non-equilibrium geometry.

- E_LUMO (spin up / spin down): -2.687 / -2.687 eV
- E: -6349.9051 Ha
- Charge: +1

Atoms and positions in Å:
Sc -0.009 1.929 -0.032
C 1.765 4.681 -0.439
N 0.413 4.280 -0.066
C -0.565 4.894 -0.969
C -1.820 4.095 -0.965
N -1.832 2.783 -1.130
C -3.193 2.427 -1.061
C -3.824 1.191 -1.184
C -5.200 1.163 -1.088
C -5.951 2.329 -0.881
C -5.344 3.561 -0.765
C -3.958 3.576 -0.861
N -3.042 4.616 -0.799
C 2.168 3.773 -1.547
N 1.498 2.684 -1.841
C 2.154 2.145 -2.961
C 1.885 1.023 -3.746
C 2.730 0.757 -4.805
C 3.829 1.575 -5.102
C 4.104 2.697 -4.347
C 3.245 2.956 -3.287
N 3.218 3.992 -2.365
H 2.426 4.542 0.414
H 1.820 5.730 -0.751
H 0.199 4.544 0.904
H -0.165 4.855 -1.985
H -0.758 5.942 -0.722
H -3.264 0.277 -1.317
H -5.712 0.214 -1.167
H -7.028 2.260 -0.815
H -5.918 4.465 -0.611
H -3.244 5.590 -0.648
H 1.037 0.385 -3.552
H 2.534 -0.105 -5.428
H 4.465 1.328 -5.941
H 4.941 3.343 -4.574
H 3.847 4.775 -2.319
C 4.396 1.858 0.279
N 3.639 2.342 1.413
C 4.196 2.606 2.656
C 3.184 2.891 3.492
N 2.027 2.823 2.732
C 2.299 2.437 1.432
S 1.556 -0.746 2.275
C 0.697 3.069 3.182
C 0.126 4.352 3.237
C -1.104 4.414 2.564
C -1.450 3.172 2.001
C -1.568 1.137 3.905
N 0.538 0.637 2.264
H 5.136 2.593 -0.040
H 3.699 1.664 -0.536
H 4.901 0.927 0.533
H 5.255 2.539 2.837
H 3.162 3.123 4.541
H 0.652 5.180 3.691
H -1.750 5.284 2.574
H -2.487 3.014 1.780
H -1.379 1.105 1.699
Cl -0.433 1.856 2.588
C -2.512 0.329 3.969
C -3.577 -0.258 4.700
C -4.508 -1.106 4.238
C -4.614 -1.590 2.884
C -3.875 -1.254 1.817
Cl -4.249 -1.978 0.261
C -2.813 -0.301 1.725
N -2.014 0.242 1.035
H -3.610 0.014 5.750
H -5.249 -1.477 4.932
H -5.393 -2.318 2.695
Cl -3.828 -6.465 -1.530
C -2.263 -5.758 -1.292
C -1.200 -6.156 -2.088
C 0.048 -5.606 -1.860
C 0.256 -4.650 -0.870
C 1.655 -4.102 -0.647
C 2.030 -3.085 -1.727
N 1.164 -1.920 -1.693
C -0.040 -1.773 -2.344
C -0.501 -0.548 -1.991
N 0.404 0.048 -1.137
C 1.381 -0.820 -0.967
O 2.648 -5.106 -0.759
C 3.054 -5.688 0.499
C 1.911 -6.232 1.308
C 1.405 -5.662 2.440
Cl 1.980 -4.269 3.257
S 0.029 -6.492 3.044
C 0.119 -7.640 1.771
C 1.159 -7.391 0.941
C -0.843 -4.249 -0.110
Cl -0.654 -3.051 1.131
C -2.098 -4.810 -0.299
H -1.349 -6.903 -2.855
H 0.897 -5.942 -2.442
H 1.709 -3.618 0.334
H 1.954 -3.542 -2.714
H 3.060 -2.766 -1.584
H -0.445 -2.544 -2.976
H -1.397 -0.045 -2.311
H 2.219 -0.689 -0.300
H 3.607 -4.945 1.078
H 3.739 -6.488 0.223
H -0.599 -8.442 1.715
H 1.390 -7.995 0.074
H -2.928 -4.511 0.326

Atoms 1-3, force components in eV/Å:
Sc 1.8388 0.1717 1.1345
C -0.0055 -0.1064 0.0397
N -0.1943 0.0782 -0.0010

Mulliken atomic charge list, values in e, 99 entries:
1. Sc -0.08
2. C -1.68
3. N 0.39
4. C -0.58
5. C -0.02
6. N 0.11
7. C 1.19
8. C -0.18
9. C -0.97
10. C -0.64
11. C -1.28
12. C 0.20
13. N 0.06
14. C 0.12
15. N 0.82
16. C 0.11
17. C -0.43
18. C -0.90
19. C -0.54
20. C -1.30
21. C 0.82
22. N 0.08
23. H 0.50
24. H 0.62
25. H 0.23
26. H 0.37
27. H 0.48
28. H 0.41
29. H 0.48
30. H 0.41
31. H 0.45
32. H 0.26
33. H 0.42
34. H 0.47
35. H 0.40
36. H 0.45
37. H 0.24
38. C -0.83
39. N 0.67
40. C -0.83
41. C -0.40
42. N 0.89
43. C -0.54
44. S -0.42
45. C -1.20
46. C -0.65
47. C -1.38
48. C 0.26
49. C -0.79
50. N -0.58
51. H 0.33
52. H 0.07
53. H 0.38
54. H 0.53
55. H 0.53
56. H 0.53
57. H 0.51
58. H 0.65
59. H -1.11
60. Cl 1.96
61. C 0.62
62. C -0.95
63. C -0.34
64. C -0.21
65. C 0.56
66. Cl -0.17
67. C -0.33
68. N 0.21
69. H 0.39
70. H 0.37
71. H 0.49
72. Cl -0.23
73. C 0.11
74. C -1.12
75. C -0.48
76. C 0.40
77. C -0.01
78. C -2.35
79. N 0.98
80. C -1.01
81. C -1.06
82. N 1.76
83. C -1.59
84. O -0.48
85. C -1.04
86. C 0.16
87. C 0.67
88. Cl -0.12
89. S -0.20
90. C -0.49
91. C -0.48
92. C 1.49
93. Cl 0.11
94. C -1.21
95. H 0.46
96. H 0.52
97. H 0.63
98. H 0.30
99. H 0.43

Entry 3:
Density functional theory data (wB97M-V/def2-TZVPD) for a molecular structure, C47H40ClN2O3P3S2Y.

- E_LUMO: 2.293 eV
- E: -4469.5669 Ha
- Charge: -1

Atoms and positions in Å:
Y 0.080 -0.018 -0.366
S -1.879 -1.082 -2.340
P -0.215 -2.146 -2.698
C 1.201 -1.368 -2.220
P 1.839 -0.051 -3.016
S 1.518 1.737 -2.067
C 3.661 -0.195 -3.145
C 4.448 0.903 -3.489
C 5.823 0.769 -3.595
C 6.425 -0.463 -3.354
C 5.646 -1.556 -3.008
C 4.266 -1.420 -2.905
C 1.335 0.183 -4.754
C 0.212 0.949 -5.051
C -0.240 1.048 -6.359
C 0.426 0.382 -7.378
C 1.541 -0.392 -7.087
C 1.993 -0.492 -5.779
C -0.200 -2.758 -4.424
C 0.814 -3.631 -4.817
C 0.871 -4.101 -6.118
C -0.084 -3.696 -7.044
C -1.090 -2.823 -6.661
C -1.150 -2.357 -5.352
C -0.309 -3.695 -1.730
C -1.539 -4.292 -1.469
C -1.609 -5.437 -0.690
C -0.453 -5.994 -0.162
C 0.777 -5.407 -0.423
C 0.846 -4.262 -1.204
H 3.979 1.865 -3.656
H 6.429 1.626 -3.860
H 7.501 -0.565 -3.434
H 6.112 -2.515 -2.816
H 3.632 -2.255 -2.625
H -0.304 1.464 -4.250
H -1.116 1.645 -6.582
H 0.071 0.458 -8.398
H 2.054 -0.926 -7.877
H 2.862 -1.102 -5.556
H 1.564 -3.940 -4.097
H 1.660 -4.783 -6.413
H -0.039 -4.060 -8.064
H -1.830 -2.496 -7.381
H -1.932 -1.675 -5.041
H -2.442 -3.828 -1.846
H -2.573 -5.879 -0.471
H -0.512 -6.872 0.469
H 1.680 -5.830 0.000
H 1.796 -3.773 -1.390
N 1.959 -1.187 0.755
C 1.549 -2.122 1.825
C 0.032 -2.282 1.980
O -0.352 -3.002 2.909
N -0.694 -1.563 1.128
C -2.125 -1.463 1.382
C -2.605 -0.013 1.197
O -3.638 0.364 1.727
O -1.834 0.730 0.454
H 2.174 -1.694 -0.106
H 2.807 -0.695 1.017
H 1.909 -1.744 2.783
H 1.986 -3.113 1.686
H -2.371 -1.797 2.390
H -2.694 -2.078 0.674
Cl -0.070 0.464 3.519
C -0.172 2.169 3.805
C -0.810 2.614 4.952
C -0.878 3.974 5.203
C -0.310 4.875 4.316
C 0.317 4.417 3.167
C 0.396 3.054 2.886
P 1.138 2.396 1.346
C 1.270 3.929 0.365
C 2.406 4.729 0.309
C 2.413 5.879 -0.470
C 1.283 6.238 -1.189
C 0.145 5.444 -1.135
C 0.140 4.291 -0.368
C 2.865 2.040 1.843
C 3.273 1.979 3.171
C 4.566 1.584 3.493
C 5.467 1.255 2.492
C 5.070 1.320 1.162
C 3.778 1.703 0.837
H -1.252 1.894 5.626
H -1.382 4.328 6.093
H -0.363 5.939 4.512
H 0.744 5.127 2.472
H 3.291 4.452 0.868
H 3.304 6.492 -0.514
H 1.291 7.132 -1.800
H -0.735 5.713 -1.704
H -0.742 3.659 -0.343
H 2.581 2.231 3.965
H 4.865 1.533 4.532
H 6.473 0.944 2.746
H 5.761 1.063 0.368
H 3.471 1.737 -0.203

Atoms 1-3, force components in eV/Å:
Y -0.7379 0.0498 -0.1816
S 0.0486 0.1154 0.0688
P 0.1610 0.0225 0.0837

And the Mulliken charges, in e, turn out to be:
1. Y -0.32
2. S -0.65
3. P 1.29
4. C -0.64
5. P 2.02
6. S -0.59
7. C -0.21
8. C -0.61
9. C -0.70
10. C -0.51
11. C -0.66
12. C -0.09
13. C 0.35
14. C -0.46
15. C -0.83
16. C -0.50
17. C -0.67
18. C -0.23
19. C 0.74
20. C -0.69
21. C -0.63
22. C -0.51
23. C -0.68
24. C -0.35
25. C 0.68
26. C -0.74
27. C -0.68
28. C -0.52
29. C -0.72
30. C -0.04
31. H 0.47
32. H 0.42
33. H 0.36
34. H 0.44
35. H 0.25
36. H 0.34
37. H 0.40
38. H 0.38
39. H 0.41
40. H 0.37
41. H 0.27
42. H 0.40
43. H 0.38
44. H 0.42
45. H 0.38
46. H 0.44
47. H 0.39
48. H 0.35
49. H 0.41
50. H 0.16
51. N 0.04
52. C -0.64
53. C 0.29
54. O -0.82
55. N 0.75
56. C -0.82
57. C 0.57
58. O -0.78
59. O -0.67
60. H 0.01
61. H 0.18
62. H 0.35
63. H 0.33
64. H 0.37
65. H 0.21
66. Cl -0.16
67. C 0.90
68. C -0.65
69. C -0.50
70. C -0.87
71. C -0.51
72. C -0.58
73. P 1.80
74. C -0.15
75. C -0.18
76. C -0.78
77. C -0.50
78. C -0.68
79. C -0.12
80. C 0.61
81. C -0.71
82. C -0.60
83. C -0.67
84. C -0.54
85. C -0.37
86. H 0.50
87. H 0.36
88. H 0.40
89. H 0.44
90. H 0.37
91. H 0.41
92. H 0.37
93. H 0.41
94. H 0.44
95. H 0.39
96. H 0.38
97. H 0.36
98. H 0.51
99. H 0.27

Entry 4:
Density functional theory data (wB97M-V/def2-TZVPD) for a gas-phase ion, C47H40N3S (charge +1) in a non-equilibrium geometry.

- E_LUMO: -3.062 eV
- E: -2377.1925 Ha
- Charge: +1

Atoms and positions in Å:
C 0.539 3.064 4.873
S 1.043 2.732 3.160
C 2.387 1.554 3.463
C -0.334 1.465 2.523
C -1.588 1.898 3.261
C -2.248 0.961 4.074
C -3.562 1.195 4.474
C -4.132 2.453 4.278
C -5.496 2.689 4.647
N -6.611 2.879 4.950
C -3.382 3.464 3.664
C -2.155 3.171 3.065
H -0.386 3.636 4.878
H 0.427 2.130 5.429
H 1.338 3.674 5.317
H 2.641 1.038 2.540
H 3.245 2.147 3.790
H 2.100 0.851 4.244
H 0.069 0.504 2.900
H -1.761 -0.002 4.263
H -4.149 0.384 4.896
H -3.791 4.476 3.618
H -1.656 3.931 2.457
C -6.098 -1.649 -5.217
C -6.564 -0.943 -4.101
C -5.870 -1.007 -2.892
C -4.742 -1.839 -2.772
N -4.172 -2.067 -1.485
C -4.517 -3.268 -0.792
C -3.795 -4.436 -1.064
C -4.092 -5.608 -0.368
C -5.113 -5.615 0.588
C -5.837 -4.448 0.855
C -5.535 -3.270 0.165
C -3.257 -1.193 -0.895
C -3.397 -0.871 0.463
C -2.515 0.035 1.045
C -1.393 0.526 0.369
C -0.377 1.480 1.037
C 1.055 1.264 0.512
C 1.866 2.360 0.179
C 3.131 2.152 -0.356
C 3.617 0.843 -0.543
N 4.793 0.616 -1.247
C 5.541 -0.584 -1.090
C 5.918 -1.299 -2.233
C 6.749 -2.410 -2.103
C 7.264 -2.757 -0.851
C 6.939 -1.997 0.279
C 6.039 -0.934 0.171
C 5.460 1.652 -1.980
C 6.430 2.423 -1.327
C 7.195 3.332 -2.059
C 7.010 3.453 -3.438
C 6.049 2.675 -4.088
C 5.279 1.760 -3.366
C 2.855 -0.243 -0.079
C 1.589 -0.032 0.463
C -1.292 0.224 -1.002
C -2.201 -0.618 -1.635
C -4.266 -2.533 -3.888
C -4.941 -2.428 -5.109
H -6.631 -1.591 -6.168
H -7.463 -0.335 -4.174
H -6.202 -0.448 -2.013
H -3.008 -4.388 -1.820
H -3.506 -6.502 -0.572
H -5.348 -6.539 1.117
H -6.619 -4.442 1.610
H -6.077 -2.344 0.367
H -4.242 -1.267 1.032
H -2.734 0.317 2.066
H -0.730 2.492 0.746
H 1.498 3.385 0.331
H 3.768 2.990 -0.635
H 5.537 -0.968 -3.200
H 6.992 -2.994 -2.989
H 7.936 -3.612 -0.756
H 7.375 -2.224 1.250
H 5.743 -0.335 1.039
H 6.571 2.280 -0.252
H 7.934 3.935 -1.537
H 7.626 4.147 -4.010
H 5.890 2.767 -5.161
H 4.546 1.111 -3.852
H 3.246 -1.252 -0.178
H 1.025 -0.885 0.857
H -0.452 0.626 -1.576
H -2.103 -0.862 -2.692
H -3.369 -3.146 -3.772
H -4.550 -2.961 -5.973

Atoms 1-3, force components in eV/Å:
C 0.3982 -0.0051 0.0412
S -0.4208 -1.1909 -0.1820
C 0.3405 0.4741 0.2499

And the Mulliken charges, in e, turn out to be:
1. C -0.97
2. S 0.40
3. C -0.73
4. C -0.16
5. C -0.55
6. C -0.28
7. C -0.39
8. C 0.47
9. C -0.20
10. N -0.47
11. C -0.83
12. C -0.26
13. H 0.36
14. H 0.35
15. H 0.46
16. H 0.05
17. H 0.49
18. H 0.42
19. H 0.79
20. H 0.37
21. H 0.49
22. H 0.47
23. H 0.48
24. C -0.40
25. C -0.66
26. C -0.23
27. C -0.31
28. N 0.91
29. C -0.08
30. C -0.16
31. C -0.76
32. C -0.40
33. C -0.88
34. C 0.04
35. C 0.92
36. C -1.10
37. C -0.05
38. C -0.80
39. C 1.61
40. C -1.08
41. C -0.37
42. C -1.06
43. C 1.57
44. N 0.85
45. C -0.28
46. C -0.29
47. C -0.65
48. C -0.44
49. C -0.78
50. C 0.41
51. C -1.03
52. C 0.25
53. C -0.82
54. C -0.38
55. C -0.85
56. C 0.08
57. C -0.93
58. C -0.71
59. C -0.80
60. C -0.87
61. C 0.06
62. C -0.73
63. H 0.37
64. H 0.37
65. H 0.40
66. H 0.29
67. H 0.37
68. H 0.37
69. H 0.37
70. H 0.39
71. H 0.28
72. H 0.32
73. H 0.48
74. H 0.51
75. H 0.50
76. H 0.31
77. H 0.41
78. H 0.38
79. H 0.36
80. H 0.38
81. H 0.40
82. H 0.39
83. H 0.40
84. H 0.38
85. H 0.44
86. H 0.47
87. H 0.53
88. H 0.46
89. H 0.49
90. H 0.29
91. H 0.37

Question: Which value of charge does entry 4 give?
Answer: +1